(1)
{
  "formula": "C35H49CeCl2N2O2P3",
  "method": "ωB97M-V with the def2-TZVPD basis set",
  "symbols": ["P", "C", "C", "H", "C", "H", "C", "H", "C", "H", "C", "H", "C", "C", "H", "C", "H", "C", "H", "C", "H", "C", "H", "C", "C", "H", "C", "H", "C", "H", "C", "H", "C", "H", "Ce", "C", "C", "H", "C", "O", "H", "C", "H", "C", "Cl", "Cl", "P", "C", "H", "H", "H", "C", "H", "H", "H", "C", "H", "H", "H", "P", "C", "C", "H", "H", "H", "H", "H", "H", "C", "H", "H", "H", "H", "C", "N", "C", "C", "C", "N", "C", "C", "O", "H", "H", "H", "H", "H", "H", "H", "H", "H", "H", "H", "H"],
  "positions_angstrom": [[-0.3707, -4.2629, -4.0510], [-0.9516, -3.1703, -5.2645], [-0.2634, -3.3480, -6.4999], [0.7351, -3.8176, -6.4950], [-0.8864, -2.9221, -7.6635], [-0.4097, -3.1409, -8.6195], [-2.1113, -2.2497, -7.6420], [-2.5928, -1.9563, -8.5828], [-2.7071, -1.9300, -6.4157], [-3.6359, -1.3500, -6.4135], [-2.1105, -2.3498, -5.2189], [-2.5620, -2.0856, -4.2536], [1.3451, -4.2630, -3.6791], [2.2259, -3.1842, -3.9998], [1.8124, -2.1920, -4.2751], [3.5974, -3.3626, -3.9420], [4.2704, -2.5382, -4.1572], [4.1537, -4.5984, -3.5504], [5.2265, -4.7303, -3.5227], [3.2710, -5.6164, -3.1477], [3.7120, -6.5417, -2.7878], [1.9106, -5.4611, -3.1640], [1.2399, -6.2408, -2.7412], [-1.4630, -5.1707, -3.0418], [-1.9086, -6.2676, -3.8384], [-1.6175, -6.2642, -4.9156], [-2.6383, -7.2622, -3.2396], [-2.9454, -8.1183, -3.8490], [-3.0000, -7.2165, -1.8887], [-3.5885, -8.0264, -1.4443], [-2.6232, -6.1083, -1.1096], [-2.9328, -6.0661, -0.0587], [-1.8644, -5.0769, -1.6840], [-1.5926, -4.1920, -1.0814], [-0.1809, 0.4124, 0.4480], [1.4514, -1.0379, 1.4732], [1.9882, -2.1413, 0.9011], [1.8182, -0.6345, 2.4388], [1.3526, -2.7439, -0.3613], [0.8236, -4.0867, -0.0597], [0.3844, -4.5543, -0.8247], [0.3566, -1.6703, -0.5786], [2.0828, -2.8127, -1.2044], [-0.3921, -0.8394, -1.2587], [1.1486, 2.2635, 1.8467], [-1.3363, 1.6132, -1.8280], [1.8424, 1.2322, -1.6463], [1.7028, 3.0471, -1.6613], [1.9675, 3.4470, -0.6787], [0.6657, 3.3137, -1.8929], [2.3736, 3.4355, -2.4317], [3.5243, 0.9422, -1.0224], [3.7852, -0.1172, -1.1239], [3.5665, 1.1902, 0.0431], [4.2447, 1.5571, -1.5719], [1.9938, 0.8476, -3.4100], [0.9896, 0.7458, -3.8319], [2.5325, -0.0923, -3.5701], [2.5182, 1.6771, -3.9005], [3.2936, -3.0933, 1.6213], [4.1242, -2.0236, 2.7879], [4.4750, -3.6126, 0.3692], [3.4122, -1.4687, 3.4042], [4.7519, -1.2878, 2.2742], [4.7693, -2.6115, 3.4523], [3.9997, -4.3356, -0.3080], [5.3381, -4.0815, 0.8728], [4.8011, -2.7401, -0.2173], [2.6988, -4.5511, 2.4903], [1.9737, -4.2448, 3.2585], [3.5483, -5.0804, 2.9564], [2.1826, -5.1905, 1.7610], [-0.9904, -1.1445, -2.0918], [-2.4613, 3.1063, 0.8753], [-3.4269, 2.3560, 1.6444], [-4.2357, 3.0871, 2.5784], [-5.4925, 2.3005, 2.8491], [-5.1512, 0.9234, 3.3693], [-4.1545, 0.3121, 2.5232], [-3.8971, -1.0999, 2.6759], [-3.2656, 1.0253, 1.8104], [-2.2451, 0.4182, 1.3108], [-2.3931, 2.7186, -0.1495], [-1.4596, 3.1077, 1.3312], [-2.8278, 4.1306, 0.8204], [-3.6863, 3.2394, 3.5257], [-4.4635, 4.0507, 2.1251], [-6.0688, 2.1998, 1.9140], [-6.1146, 2.8277, 3.5742], [-6.0314, 0.2754, 3.3719], [-4.7577, 1.0060, 4.3991], [-2.9184, -1.2933, 3.1333], [-4.6836, -1.5054, 3.3080], [-3.9210, -1.6075, 1.7045]],
  "forces_ev_per_a": [[1.035, 1.006, 0.911], [-0.217, 1.244, -1.276], [-0.647, 0.383, 0.176], [-0.792, -0.018, -0.221], [0.531, 0.032, -0.295], [-0.104, 0.165, 0.213], [-0.237, 0.064, 0.354], [0.233, -0.152, 0.468], [0.283, 0.080, -0.209], [0.411, -0.227, 0.148], [0.206, -0.627, -0.025], [0.074, -0.333, -0.441], [0.953, 0.285, 0.438], [-0.934, 0.003, 0.032], [0.203, -0.863, 0.009], [0.695, -0.706, 0.416], [-0.139, -0.022, -0.145], [-1.129, 0.639, -0.106], [-0.044, -0.094, -0.036], [1.312, 0.012, 0.307], [-0.184, -0.006, -0.028], [-0.983, 0.296, 0.215], [0.568, 0.420, -0.665], [-1.085, -1.308, 0.110], [0.329, 0.785, 0.415], [-0.388, -0.368, 1.080], [-0.820, -1.124, -0.167], [0.041, 0.268, 0.297], [0.272, 0.580, 0.122], [0.296, 0.346, -0.214], [-0.035, -0.200, -0.299], [0.182, 0.097, -0.474], [0.255, 0.030, -0.354], [-0.185, -0.529, -0.392], [-1.729, 8.419, 2.940], [0.538, -2.265, -1.093], [-0.262, -0.579, 0.390], [-0.136, -0.034, -0.691], [0.299, -0.681, 1.095], [0.125, 1.322, -0.464], [0.798, 1.082, 0.588], [-2.102, -0.492, -4.701], [-0.657, 0.141, 0.190], [2.679, -6.916, 0.132], [-0.301, -0.731, -0.435], [0.324, -0.302, 0.474], [0.054, 0.470, 0.786], [-0.037, 0.007, 0.006], [-0.024, -0.028, -0.163], [0.318, 0.027, -0.003], [-0.042, 0.137, 0.139], [0.292, -0.012, 0.127], [0.003, 0.120, -0.111], [0.000, 0.100, -0.150], [0.028, -0.152, 0.112], [-0.349, -0.287, -0.190], [0.134, 0.111, -0.097], [-0.031, 0.181, 0.061], [-0.080, -0.289, 0.028], [0.922, -0.246, 0.699], [0.449, 0.207, 0.362], [0.001, -0.012, -0.118], [0.059, -0.230, -0.023], [-0.133, -0.144, -0.058], [-0.148, 0.058, -0.152], [0.150, 0.111, 0.137], [-0.322, 0.189, -0.274], [-0.012, -0.280, 0.223], [-0.203, -0.090, -0.034], [0.266, -0.101, -0.180], [-0.363, 0.221, -0.219], [0.191, 0.096, 0.266], [-0.506, 0.538, -0.550], [0.301, 0.131, -0.548], [0.743, -1.227, -0.051], [-0.486, 0.173, 0.673], [-0.775, 0.079, -0.276], [-0.297, 0.410, 0.541], [1.093, 0.094, -0.637], [0.144, -0.617, -0.037], [-0.350, 0.628, 0.322], [-0.204, 0.048, -0.105], [-0.097, 0.218, 0.510], [-0.188, 0.105, 0.035], [0.203, -0.031, -0.004], [-0.082, 0.177, -0.333], [-0.036, -0.007, 0.200], [0.157, 0.111, 0.307], [0.007, -0.080, -0.059], [0.090, 0.135, 0.096], [-0.187, -0.195, -0.269], [-0.240, 0.042, 0.031], [0.104, -0.107, -0.020], [-0.045, 0.089, 0.210]],
  "mulliken_charge": [0.191, 0.953, -0.475, 0.367, -0.615, 0.391, -0.479, 0.391, -0.592, 0.401, -0.609, 0.347, 0.355, -0.238, 0.507, -0.536, 0.442, -0.755, 0.475, -0.722, 0.447, -0.432, 0.373, 0.521, -0.422, 0.427, -0.635, 0.388, -0.510, 0.391, -0.692, 0.418, 0.052, 0.309, 0.199, -0.656, 0.025, 0.054, 2.246, -0.658, 0.006, -1.224, -0.269, -0.389, -0.432, -0.495, 1.067, -1.332, 0.356, 0.357, 0.491, -1.139, 0.153, 0.314, 0.498, -1.150, 0.351, 0.115, 0.570, 1.530, -1.422, -1.134, 0.472, 0.419, 0.427, 0.246, 0.491, 0.372, -1.310, 0.417, 0.467, 0.348, 0.789, -0.774, 0.114, -0.532, -0.735, -0.559, 0.171, -0.992, 0.481, -0.508, 0.010, 0.282, 0.422, 0.266, 0.377, 0.314, 0.380, 0.416, 0.290, 0.292, 0.389, 0.293],
  "e_tot_ha": -4041.9795,
  "lumo_ev": [-8.132, -8.131],
  "homo_lumo_gap_ev": [2.65, 2.65],
  "charge": 2,
  "homo_ev": [-10.779, -10.779],
  "fmax_ev_per_a": 9.1
}



(2)
{
  "formula": "C2H3O2S2",
  "method": "ωB97M-V with the def2-TZVPD basis set",
  "symbols": ["C", "C", "O", "O", "S", "S", "H", "H", "H"],
  "positions_angstrom": [[0.0101, 0.5864, -0.2954], [-0.3821, -0.9134, 0.2245], [-0.6809, -1.4487, -2.3463], [0.3802, -2.0565, 0.0328], [-0.4328, 2.5635, 0.0860], [-0.9443, -1.9846, -1.0203], [0.9484, 0.6164, 0.2886], [0.0421, 0.6012, -1.4090], [-1.0341, -0.8902, 1.1558]],
  "forces_ev_per_a": [[1.163, -0.005, 0.839], [-3.376, 3.975, 1.102], [0.225, -0.172, -0.353], [1.089, -0.199, -0.520], [-0.501, -2.504, 0.087], [-0.573, -0.715, -0.120], [0.329, 0.208, -1.282], [0.591, -0.382, 1.107], [1.053, -0.205, -0.861]],
  "mulliken_charge": [-0.874, 0.308, -0.522, -0.372, -0.631, 0.356, 0.181, 0.226, 0.328],
  "e_tot_ha": -1024.7872,
  "lumo_ev": 3.138,
  "homo_lumo_gap_ev": 5.94,
  "charge": -1,
  "homo_ev": -2.803,
  "fmax_ev_per_a": 5.3
}



(3)
{
  "formula": "C6H10O",
  "method": "ωB97M-V with the def2-TZVPD basis set",
  "symbols": ["O", "C", "C", "C", "C", "C", "C", "H", "H", "H", "H", "H", "H", "H", "H", "H", "H"],
  "positions_angstrom": [[1.3901, -0.3779, 1.4268], [1.4578, -0.1911, 0.1236], [0.7800, -1.2640, -0.6231], [-1.1076, -0.7717, 0.4262], [-1.3738, 0.7312, 0.2957], [-0.2516, 1.5531, -0.3042], [1.0208, 1.1761, -0.3995], [-0.1124, -0.8508, 1.0656], [2.4729, -0.4581, -0.3232], [0.8907, -2.2742, -0.2315], [0.5589, -1.1723, -1.6886], [-1.7812, -1.2587, 1.1455], [-1.3293, -1.2945, -0.5150], [-2.2893, 0.9044, -0.2839], [-1.5650, 1.1324, 1.3002], [-0.5311, 2.5572, -0.6221], [1.7701, 1.8589, -0.7925]],
  "forces_ev_per_a": [[-0.035, 0.006, 0.126], [-0.142, -0.095, -0.308], [-0.043, -0.018, 0.080], [-0.013, 0.029, -0.061], [-0.023, 0.000, -0.020], [0.134, -0.048, -0.001], [-0.140, 0.150, 0.028], [0.066, -0.023, -0.031], [0.008, 0.013, 0.004], [-0.023, 0.141, -0.014], [-0.008, 0.043, 0.181], [0.113, 0.054, -0.118], [0.027, 0.033, 0.076], [0.115, -0.003, 0.089], [0.020, -0.039, -0.127], [0.048, -0.149, 0.034], [-0.103, -0.096, 0.061]],
  "mulliken_charge": [-0.747, 0.190, -0.840, -0.993, -0.356, -0.541, -0.353, 0.290, 0.332, 0.386, 0.472, 0.430, 0.307, 0.384, 0.293, 0.372, 0.373],
  "e_tot_ha": -309.6688,
  "lumo_ev": -0.355,
  "homo_lumo_gap_ev": 8.22,
  "homo_ev": -8.574,
  "fmax_ev_per_a": 0.4
}